1.
An isolated molecule of C5H6O, computed with wB97M-V/def2-TZVPD.

Bonds (Å) are listed after each position.
Geometry (Å):
1 C 1.10 2.10 -0.82  C2 1.204, H7 1.068
2 C 0.51 1.15 -0.37  C1 1.204, C3 1.468
3 C -0.25 0.07 0.27  C2 1.468, C4 1.529, C5 1.526, H8 1.102
4 C -0.96 -0.90 -0.69  C3 1.529, H9 1.093, H10 1.094, H11 1.093
5 C 0.60 -0.66 1.30  C3 1.526, O6 1.205, H12 1.109
6 O 0.51 -1.85 1.51  C5 1.205
7 H 1.61 2.95 -1.21  C1 1.068
8 H -1.01 0.59 0.87  C3 1.102
9 H -1.59 -0.35 -1.39  C4 1.093
10 H -0.23 -1.49 -1.25  C4 1.094
11 H -1.57 -1.59 -0.11  C4 1.093
12 H 1.28 -0.02 1.89  C5 1.109

For the HOMO energy, the calculation gives -9.91 eV. As for the energy relative to the best compared isomer or geometry (same formula, charge and spin): 42.4 kcal per mole. Its energy is -7327.4453 eV. As for the LUMO energy: 0.84 eV.

***

2.
An isolated molecule of C31H34N6O3 in a non-equilibrium geometry, computed with wB97M-V/def2-TZVPD.

Bonds (Å) are listed after each position.
Geometry (Å):
1 C 0.07 -4.75 -0.82  N2 1.438, H41 1.091, H42 1.088, H43 1.092
2 N -0.69 -3.65 -0.30  C1 1.438, C3 1.455, N39 1.292
3 C -0.58 -3.30 1.11  N2 1.455, C4 1.538, H44 1.088, H45 1.096
4 C 0.04 -1.91 1.30  C3 1.538, C5 1.542, N16 1.452, H46 1.094
5 C 0.14 -1.57 2.80  C4 1.542, C6 1.506, H47 1.091, H48 1.088
6 C 0.38 -0.09 3.00  C5 1.506, C7 1.374, C15 1.422
7 C -0.70 0.75 2.89  C6 1.374, C8 1.401, H49 1.081
8 C -0.57 2.14 2.99  C7 1.401, C9 1.366, H50 1.079
9 C 0.66 2.69 3.20  C8 1.366, C10 1.410, H51 1.080
10 C 1.80 1.87 3.32  C9 1.410, C11 1.411, C15 1.424
11 C 3.08 2.43 3.53  C10 1.411, C12 1.365, H52 1.080
12 C 4.19 1.64 3.63  C11 1.365, C13 1.402, H53 1.080
13 C 4.07 0.25 3.52  C12 1.402, C14 1.367, H54 1.080
14 C 2.84 -0.33 3.33  C13 1.367, C15 1.413, H55 1.079
15 C 1.67 0.45 3.22  C6 1.422, C10 1.424, C14 1.413
16 N 1.33 -1.83 0.65  C4 1.452, C17 1.449, N37 1.301
17 C 1.75 -0.61 0.00  N16 1.449, C18 1.544, H56 1.093, H57 1.095
18 C 0.94 -0.30 -1.28  C17 1.544, C19 1.534, N26 1.449, H58 1.095
19 C 1.57 -0.94 -2.52  C18 1.534, C20 1.505, H59 1.092, H60 1.089
20 C 0.72 -0.69 -3.73  C19 1.505, C21 1.390, C25 1.388
21 C -0.47 -1.39 -3.91  C20 1.390, C22 1.383, H61 1.081
22 C -1.29 -1.13 -4.99  C21 1.383, C23 1.384, H62 1.080
23 C -0.92 -0.17 -5.92  C22 1.384, C24 1.384, H63 1.080
24 C 0.26 0.53 -5.76  C23 1.384, C25 1.384, H64 1.080
25 C 1.08 0.27 -4.67  C20 1.388, C24 1.384, H65 1.079
26 N 0.83 1.14 -1.43  C18 1.449, C27 1.451, N35 1.300
27 C -0.23 1.81 -0.70  N26 1.451, C28 1.536, H66 1.095, H67 1.094
28 C -1.61 1.64 -1.34  C27 1.536, C29 1.502, H68 1.091, H69 1.092
29 C -2.65 2.01 -0.32  C28 1.502, C30 1.389, C34 1.389
30 C -3.32 1.01 0.38  C29 1.389, C31 1.384, H70 1.081
31 C -4.23 1.35 1.37  C30 1.384, C32 1.384, H71 1.081
32 C -4.47 2.68 1.68  C31 1.384, C33 1.385, H72 1.080
33 C -3.81 3.67 0.97  C32 1.385, C34 1.383, H73 1.080
34 C -2.91 3.34 -0.02  C29 1.389, C33 1.383, H74 1.080
35 N 1.75 1.75 -2.11  N26 1.300, O36 1.229
36 O 1.70 2.98 -2.18  N35 1.229
37 N 2.09 -2.89 0.75  N16 1.301, O38 1.230
38 O 3.21 -2.86 0.25  N37 1.230
39 N -1.48 -3.03 -1.11  N2 1.292, O40 1.237
40 O -2.14 -2.09 -0.65  N39 1.237
41 H 1.14 -4.59 -0.64  C1 1.091
42 H -0.12 -4.81 -1.89  C1 1.088
43 H -0.23 -5.68 -0.35  C1 1.092
44 H 0.02 -4.06 1.61  C3 1.088
45 H -1.59 -3.28 1.53  C3 1.096
46 H -0.62 -1.17 0.83  C4 1.094
47 H -0.81 -1.83 3.27  C5 1.091
48 H 0.92 -2.18 3.26  C5 1.088
49 H -1.69 0.33 2.72  C7 1.081
50 H -1.45 2.76 2.88  C8 1.079
51 H 0.79 3.76 3.27  C9 1.080
52 H 3.16 3.50 3.61  C11 1.080
53 H 5.16 2.08 3.79  C12 1.080
54 H 4.95 -0.37 3.60  C13 1.080
55 H 2.79 -1.40 3.25  C14 1.079
56 H 1.64 0.22 0.71  C17 1.093
57 H 2.81 -0.73 -0.24  C17 1.095
58 H -0.08 -0.68 -1.17  C18 1.095
59 H 1.66 -2.01 -2.34  C19 1.092
60 H 2.57 -0.52 -2.67  C19 1.089
61 H -0.77 -2.14 -3.19  C21 1.081
62 H -2.21 -1.68 -5.12  C22 1.080
63 H -1.56 0.04 -6.77  C23 1.080
64 H 0.55 1.28 -6.47  C24 1.080
65 H 2.00 0.82 -4.54  C25 1.079
66 H -0.25 1.43 0.33  C27 1.095
67 H 0.04 2.87 -0.67  C27 1.094
68 H -1.69 2.27 -2.23  C28 1.091
69 H -1.76 0.60 -1.65  C28 1.092
70 H -3.14 -0.02 0.14  C30 1.081
71 H -4.75 0.57 1.91  C31 1.081
72 H -5.18 2.94 2.45  C32 1.080
73 H -4.00 4.71 1.20  C33 1.080
74 H -2.39 4.12 -0.56  C34 1.080

For the HOMO energy, the calculation gives -8.44 eV. As for the energy relative to the best compared isomer or geometry (same formula, charge and spin): 104.2 kcal per mole. Its energy is -47777.2910 eV. As for the LUMO energy: 0.24 eV.

***

3.
An isolated molecule of C4H7NO2S in a non-equilibrium geometry, computed with wB97M-V/def2-TZVPD.

Bonds (Å) are listed after each position.
Geometry (Å):
1 C 0.30 -2.32 0.04  C2 1.460, H9 1.151, H10 1.097, H11 1.050
2 C 0.34 -0.86 0.04  C1 1.460, N3 1.252, S6 1.865
3 N 1.29 -0.05 0.00  C2 1.252, C4 1.465
4 C 1.08 1.40 -0.08  N3 1.465, C5 1.499, H12 1.107, H13 1.129
5 C -0.37 1.78 0.06  C4 1.499, S6 1.920, H14 1.132, H15 1.132
6 S -1.27 0.08 0.05  C2 1.865, C5 1.920, O7 1.423, O8 1.459
7 O -1.90 -0.17 -1.20  S6 1.423
8 O -2.16 -0.07 1.19  S6 1.459
9 H 0.18 -2.74 1.10  C1 1.151
10 H 1.28 -2.60 -0.38  C1 1.097
11 H -0.41 -2.68 -0.64  C1 1.050
12 H 1.55 1.57 -1.07  C4 1.107
13 H 1.79 1.97 0.58  C4 1.129
14 H -0.89 2.17 0.98  C5 1.132
15 H -0.81 2.53 -0.67  C5 1.132

For the HOMO energy, the calculation gives -9.72 eV. As for the energy relative to the best compared isomer or geometry (same formula, charge and spin): 67.0 kcal per mole. Its energy is -20679.8316 eV. As for the LUMO energy: 0.81 eV.

***

Number 1: Kohn-Sham gap 10.75 eV. Number 2: Kohn-Sham gap 8.69 eV. Number 3: Kohn-Sham gap 10.53 eV.